No. 1
Entry from OMol25: 13 unconnected molecules or ions with the total composition C21H51N9O30 at a distorted geometry (ωB97M-V/def2-TZVPD).

Each line ends with the Mulliken charge.
Element x y z (Å)
C: -7.69902 0.16931 8.89965  -0.650
O: -6.96384 0.56296 7.71385  -0.308
C: -7.08079 1.68937 7.09675  0.754
O: -7.70009 2.65954 7.45167  -0.549
O: -6.25804 1.72426 6.01982  -0.267
C: -6.29171 2.93854 5.25698  -0.640
H: -7.74740 0.78788 9.79583  0.306
H: -7.24507 -0.72986 9.31619  0.249
H: -8.70545 -0.05746 8.54785  0.302
H: -5.46276 3.01140 4.55297  0.226
H: -6.11487 3.78557 5.91984  0.292
H: -7.24826 3.02309 4.74127  0.286
C: 1.21065 3.95541 -4.64688  -0.570
O: 0.23993 2.98796 -4.40127  -0.210
C: -0.89272 3.37492 -3.72567  0.634
O: -1.25320 4.52520 -3.42648  -0.557
O: -1.44534 2.23206 -3.31891  -0.190
C: -2.69635 2.17987 -2.83483  -0.732
H: 0.86382 4.69230 -5.37131  0.288
H: 2.10947 3.59574 -5.14774  0.243
H: 1.34916 4.45339 -3.68723  0.204
H: -3.46658 2.40284 -3.57315  0.325
H: -2.76759 2.85131 -1.97914  0.325
H: -2.95584 1.24471 -2.33859  0.239
C: -1.76458 8.74834 2.78812  -0.674
O: -0.87838 7.96779 3.56734  -0.311
C: -1.14321 6.67616 3.86763  0.796
O: -2.04934 6.07554 3.32831  -0.567
O: -0.16972 6.19723 4.58507  -0.284
C: -0.04451 4.80344 4.59340  -0.592
H: -1.45475 9.77289 2.99403  0.258
H: -2.81814 8.71216 3.06525  0.310
H: -1.72762 8.61297 1.70718  0.284
H: 0.83370 4.53270 5.17954  0.221
H: 0.12538 4.40116 3.59470  0.252
H: -0.92852 4.46312 5.13266  0.305
C: 1.42267 -0.96987 -1.34142  -0.679
O: 0.02641 -0.94324 -0.91999  -0.227
C: -0.27948 -0.65733 0.37723  0.724
O: 0.50523 -0.18109 1.22578  -0.597
O: -1.66221 -0.81035 0.64027  -0.251
C: -2.22994 -0.32605 1.85852  -0.605
H: 1.55095 -0.69503 -2.38837  0.216
H: 1.75668 -2.00688 -1.30757  0.308
H: 2.00652 -0.34602 -0.66464  0.327
H: -3.30124 -0.12627 1.83618  0.261
H: -1.77412 0.65283 2.00727  0.302
H: -2.09304 -0.93656 2.75107  0.223
C: 3.99914 -1.02766 -8.14914  -0.708
N: 5.42611 -0.59703 -7.95191  0.885
O: 5.66997 0.61164 -7.77266  -0.539
O: 6.24963 -1.46150 -8.00910  -0.510
H: 3.53768 -0.44805 -8.94864  0.273
H: 3.50524 -0.68722 -7.23903  0.268
H: 4.02284 -2.11297 -8.24728  0.331
C: 8.61870 -1.39106 -3.00140  -0.638
N: 7.27601 -0.88331 -2.72998  0.781
O: 7.12792 0.01133 -1.87035  -0.512
O: 6.32770 -1.45441 -3.25861  -0.460
H: 9.25711 -0.50872 -3.04602  0.276
H: 8.57491 -1.85212 -3.98811  0.277
H: 8.77669 -1.97786 -2.09652  0.276
C: 3.11209 4.85299 0.30272  -0.662
N: 3.86888 5.42317 1.49576  0.853
O: 3.84297 4.70856 2.44026  -0.498
O: 4.57143 6.43353 1.31061  -0.519
H: 2.09070 4.83281 0.68279  0.239
H: 3.56595 3.86771 0.19630  0.297
H: 3.18788 5.46303 -0.59740  0.291
C: -5.89045 -3.43790 2.55692  -0.632
N: -6.20685 -4.79116 2.01239  0.820
O: -6.15794 -5.74293 2.71726  -0.501
O: -6.32790 -4.82988 0.74543  -0.522
H: -6.22259 -2.74208 1.78645  0.272
H: -4.82814 -3.58516 2.75163  0.281
H: -6.47704 -3.28897 3.46347  0.282
C: 0.61815 -0.98025 5.62569  -0.693
N: 0.81873 -0.43422 6.95137  0.893
O: 0.05290 0.42923 7.33175  -0.525
O: 1.74111 -0.85153 7.62316  -0.530
H: -0.46825 -1.06494 5.59986  0.278
H: 1.09202 -1.94093 5.42408  0.291
H: 0.97908 -0.29194 4.86146  0.286
C: 3.57855 -5.81269 -3.49680  -0.694
N: 3.20227 -6.35817 -4.82618  0.904
O: 3.15650 -5.46926 -5.66913  -0.531
O: 2.81401 -7.47967 -4.91940  -0.522
H: 2.75567 -5.10828 -3.37529  0.283
H: 4.56399 -5.35037 -3.55394  0.266
H: 3.59245 -6.59560 -2.73853  0.295
C: -3.16294 -6.68214 -2.40371  -0.689
N: -1.85660 -5.94207 -2.38802  0.795
O: -0.78583 -6.57281 -2.39607  -0.494
O: -1.96734 -4.70801 -2.36303  -0.470
H: -3.51390 -6.62745 -3.43421  0.285
H: -3.94224 -6.10408 -1.90708  0.291
H: -3.07197 -7.65931 -1.92939  0.285
C: -1.71932 -2.05662 -6.55485  -0.756
N: -1.08211 -2.25009 -7.89573  0.869
O: -0.63390 -1.22092 -8.45299  -0.527
O: -1.00120 -3.39648 -8.25074  -0.491
H: -1.17486 -1.55528 -5.75465  0.285
H: -2.15063 -2.96487 -6.13394  0.335
H: -2.52935 -1.34847 -6.72942  0.286
C: 5.67337 -2.04189 2.71304  -0.597
N: 5.74333 -3.39088 1.98467  0.839
O: 6.31452 -4.25028 2.57655  -0.514
O: 5.12676 -3.61352 0.95896  -0.527
H: 4.80225 -2.08785 3.36659  0.239
H: 5.64784 -1.23961 1.97561  0.258
H: 6.60105 -2.04122 3.28532  0.302

Values from the calculation:
* orbital gap: 10.540 eV
* energy relative to the best compared isomer or geometry (same formula, charge and spin): 208.1 kJ/mol
* LUMO: -0.303 eV
* charge: 0
* E_tot: -3579.75778 a.u.
* HOMO energy: -10.843 eV
* spin multiplicity: 1

=====

No. 2
Entry from OMol25: C5H8O in the gas phase (ωB97M-V/def2-TZVPD).

Each line ends with the Mulliken charge.
Element x y z (Å)
C: 1.56817 0.44153 0.48028  -1.380
C: 0.35373 0.39684 -0.42822  0.229
C: -0.28676 -0.99230 -0.75544  -0.711
C: -1.52765 -0.56394 0.02471  -0.207
O: -1.10383 -0.21796 1.33743  -0.435
C: -0.94618 0.75403 0.30332  -0.351
H: 1.28942 0.00976 1.44649  0.335
H: 1.88698 1.47794 0.64421  0.341
H: 2.41449 -0.12063 0.07424  0.353
H: 0.50731 0.97389 -1.34744  0.380
H: 0.23728 -1.87459 -0.37569  0.289
H: -0.50073 -1.11321 -1.82161  0.274
H: -2.54918 -0.91368 -0.09532  0.425
H: -1.34304 1.74232 0.51303  0.459

Values from the calculation:
* orbital gap: 10.969 eV
* energy relative to the best compared isomer or geometry (same formula, charge and spin): 207.8 kJ/mol
* LUMO: 1.189 eV
* charge: 0
* E_tot: -270.47876 a.u.
* HOMO energy: -9.780 eV
* spin multiplicity: 1
* SMILES: C[C@H]1C[C@H]2O[C@@H]12

=====

No. 3
Entry from OMol25: a molecular structure, C17H26ClN2O7RuS5 at a distorted geometry (ωB97M-V/def2-TZVPD).

Each line ends with the Mulliken charge.
Element x y z (Å)
Ru: -0.93367 -0.07092 -0.15638  2.104
C: 1.00745 -1.08662 4.62288  -1.038
N: 0.06803 -0.98495 3.51730  0.048
C: -0.99455 -1.95508 3.60515  -0.837
C: 0.04662 -0.08159 2.52234  0.291
O: -1.07151 0.08707 1.87335  -0.860
C: 1.16097 0.85339 2.19943  -0.162
O: 1.39117 0.76344 0.79500  -0.231
C: 2.16005 1.84216 0.31017  -0.783
C: 1.42973 3.12707 0.03111  0.602
O: 0.18868 3.11028 -0.11987  -0.544
N: 2.12993 4.26396 -0.08456  0.078
C: 1.39736 5.50444 0.19062  -1.055
C: 3.56735 4.44833 -0.08639  -0.916
H: 1.90279 -0.39672 4.55529  0.310
H: 1.38448 -2.12811 4.60200  0.382
H: 0.48058 -0.98627 5.57317  0.359
H: -0.81839 -2.53319 4.53201  0.427
H: -0.92876 -2.69922 2.77903  0.149
H: -2.01191 -1.54525 3.53794  0.260
H: 2.05226 0.56932 2.70929  0.416
H: 0.92870 1.87749 2.47601  0.374
H: 2.65764 1.51716 -0.63493  0.369
H: 2.97851 2.01712 1.02960  0.461
H: 0.35686 5.15265 0.37040  0.315
H: 1.52314 6.20441 -0.66004  0.306
H: 1.77781 5.94539 1.09059  0.364
H: 4.08478 3.63926 -0.60868  0.306
H: 3.96866 4.38003 0.91342  0.342
H: 3.77944 5.41045 -0.58156  0.294
O: -3.98781 3.08473 -5.29425  -0.515
C: -3.22056 2.87272 -4.38498  0.508
S: -1.63975 1.78420 -4.61518  -0.127
C: -1.73348 1.26391 -2.92017  0.217
C: -2.59326 2.00341 -2.03112  -0.018
S: -2.40841 1.77016 -0.28801  -0.529
S: -3.46413 3.34400 -2.69320  -0.114
S: -0.37384 0.57633 -2.24479  -0.632
O: 0.17327 -1.81779 0.08594  -0.324
S: -0.14438 -3.27519 -0.38633  0.186
C: -0.34318 -3.37131 -2.25278  -0.677
C: 1.02374 -3.27834 -2.85406  -0.469
C: 2.05987 -3.99362 -1.96007  -0.616
C: 1.58127 -3.89893 -0.50759  -0.576
H: -1.14449 -2.70696 -2.54374  0.323
H: -0.70448 -4.43054 -2.34083  0.438
H: 1.35822 -2.23943 -2.91615  0.133
H: 1.08720 -3.66027 -3.88846  0.452
H: 3.05593 -3.46350 -2.00456  0.294
H: 2.26080 -5.04462 -2.30248  0.255
H: 2.15497 -3.17728 0.09862  0.193
H: 1.66195 -4.81433 0.09192  0.463
Cl: -5.22311 -3.70521 0.44652  -0.254
C: -4.89946 -2.02786 -0.30030  -0.797
C: -3.47118 -1.61989 -0.60226  0.482
O: -3.11792 -1.57837 -1.78880  -0.609
O: -2.68694 -1.34016 0.43224  -0.487
H: -5.54173 -1.33843 0.30389  0.314
H: -5.38334 -2.16293 -1.24269  0.358

Values from the calculation:
* orbital gap (alpha / beta): 5.210 / 6.083 eV
* energy relative to the best compared isomer or geometry (same formula, charge and spin): 151.8 kJ/mol
* LUMO (alpha / beta): -0.079 / -0.566 eV
* charge: 0
* E_tot: -3845.43560 a.u.
* HOMO energy (alpha / beta): -5.289 / -6.650 eV
* spin multiplicity: 6

=====

No. 4
Entry from OMol25: 2 unconnected molecules or ions with the total composition C16H33BBr2F3NO4P2 at a distorted geometry (ωB97M-V/def2-TZVPD).

Each line ends with the Mulliken charge.
Element x y z (Å)
C: 3.99804 0.49929 -3.32235  -0.792
C: 2.92409 -0.19296 -3.75270  -0.533
P: 1.20493 -0.05507 -2.93588  1.240
C: 0.99142 1.83323 -3.31082  -1.765
C: 1.23165 2.34741 -4.73210  -0.549
C: 0.31425 1.79757 -5.81881  0.197
F: -0.89107 1.38294 -5.32166  -0.347
Br: 1.11936 0.30693 -6.79276  0.005
C: -0.05861 2.88786 -6.86218  0.520
F: -0.55076 3.96818 -6.22700  -0.211
F: -1.02110 2.43959 -7.67751  -0.211
Br: 1.44514 3.46526 -7.95001  -0.114
C: 1.47176 -1.92923 -2.42271  -1.225
B: 1.34996 -2.97590 -3.57895  0.581
O: 0.28236 -3.03804 -4.45651  -0.546
O: 2.38903 -3.87648 -3.79324  -0.558
P: -0.87011 -0.08421 -1.86823  0.099
O: -0.82320 0.30950 -0.40850  -0.520
H: 4.96207 0.02949 -3.14876  0.285
H: 3.90721 1.56876 -3.14093  0.207
H: 3.04833 -0.86099 -4.60767  0.297
H: 1.79551 0.30667 -1.65731  -0.176
H: 0.48789 -0.45806 -4.12171  -0.116
H: 1.70391 2.34393 -2.66052  0.525
H: -0.00172 2.17221 -3.00625  0.588
H: 2.26319 2.24392 -5.06126  0.471
H: 1.03532 3.42257 -4.71249  0.438
H: 2.47157 -1.99119 -1.99200  0.276
H: 0.76832 -2.17910 -1.61921  0.335
H: -0.55774 -2.91971 -4.00595  0.285
H: 2.06588 -4.78051 -3.79623  0.276
H: -1.44193 -1.38208 -2.03766  -0.002
H: -1.77903 0.73701 -2.58845  0.012
C: -2.69062 -0.10727 6.02529  -1.677
C: -1.19406 -0.44041 5.79647  1.742
C: -0.36695 0.84416 5.61705  -1.335
C: -0.57758 1.54405 4.27710  -0.575
C: -0.35492 0.58917 3.10754  -1.077
C: -1.20643 -0.68358 3.19521  1.500
N: -1.01352 -1.30080 4.56856  0.840
O: -0.01267 -1.96012 4.62926  -0.380
C: -2.68090 -0.34287 2.92543  -1.809
C: -0.80594 -1.64010 2.09793  -1.568
C: -0.72098 -1.17672 7.04396  -1.883
H: -2.92806 0.92589 5.77922  0.353
H: -3.34854 -0.75030 5.44412  0.326
H: -2.95910 -0.26460 7.06656  0.474
H: 0.69442 0.59692 5.72065  0.425
H: -0.61415 1.51392 6.44084  0.378
H: -1.57704 1.98194 4.22643  0.280
H: 0.12042 2.37783 4.19431  0.445
H: -0.58674 1.07118 2.15585  0.345
H: 0.70242 0.30991 3.06771  0.500
H: -3.32093 -1.21194 3.08335  0.410
H: -2.77463 -0.04052 1.88449  0.421
H: -3.06069 0.47729 3.53080  0.360
H: 0.26092 -1.85863 2.09262  0.428
H: -1.04584 -1.15203 1.15598  0.254
H: -1.34686 -2.58740 2.15337  0.494
H: -1.24272 -2.12689 7.16451  0.472
H: -0.93422 -0.55564 7.91003  0.485
H: 0.34998 -1.37126 7.03369  0.401

Values from the calculation:
* orbital gap: 1.690 eV
* LUMO: -4.391 eV
* charge: 0
* E_tot: -7140.11174 a.u.
* HOMO energy: -6.081 eV
* spin multiplicity: 1

=====

No. 5
Entry from OMol25: 6 unconnected molecules or ions with the total composition C15H16F5O16 at a distorted geometry (ωB97M-V/def2-TZVPD).

Each line ends with the Mulliken charge.
Element x y z (Å)
O: -63.67320 -28.06860 -19.94119  -0.242
H: -63.89358 -28.60343 -20.75711  -0.529
C: -64.68878 -31.40359 -21.01853  -0.127
C: -63.98218 -31.54829 -19.59083  0.712
O: -62.68019 -31.67731 -19.96879  -0.267
C: -62.53680 -31.85765 -21.24357  0.733
O: -61.47238 -32.28853 -21.76233  -0.643
O: -63.66681 -31.72030 -21.91047  -0.326
F: -64.49486 -32.68822 -19.04891  -0.358
H: -64.82888 -30.45201 -21.11095  -0.089
H: -65.59738 -32.00439 -21.15197  0.323
H: -64.20691 -30.77216 -19.03105  -0.012
C: -61.25885 -28.61305 -17.49699  -0.440
C: -62.62468 -28.42136 -16.94425  1.339
O: -62.29606 -27.64563 -15.76025  -0.401
C: -60.99353 -27.16984 -15.82923  0.640
O: -60.52915 -26.38437 -15.07650  -0.570
O: -60.34660 -27.72006 -16.75766  -0.347
F: -63.23086 -29.60459 -16.59293  -0.318
H: -61.18344 -28.51472 -18.59309  0.212
H: -60.77061 -29.70611 -17.27725  0.213
H: -63.21176 -27.88517 -17.65625  -0.386
C: -67.49786 -26.62083 -19.21249  -0.442
C: -66.34986 -26.94974 -18.29740  0.887
O: -66.88922 -27.11549 -16.98921  -0.371
C: -68.10237 -26.64573 -17.04836  0.590
O: -68.67334 -26.36556 -16.01087  -0.622
O: -68.53520 -26.38236 -18.21961  -0.339
F: -65.40444 -25.93845 -18.33060  -0.292
H: -67.68206 -27.33691 -19.88621  0.416
H: -67.08390 -25.77969 -19.57084  0.347
H: -65.82102 -27.88376 -18.34250  -0.177
C: -61.14348 -25.47391 -20.01430  -0.290
C: -62.28412 -24.92041 -19.21548  1.450
O: -62.00325 -23.52138 -19.14246  -0.405
C: -60.83758 -23.30978 -19.71443  0.466
O: -60.35496 -22.27784 -19.96990  -0.515
O: -60.19848 -24.46365 -20.11445  -0.405
F: -62.24681 -25.20588 -17.86004  -0.321
H: -61.46432 -25.82796 -20.89580  0.343
H: -60.60063 -26.23260 -19.53611  0.193
H: -63.22084 -25.26337 -19.62453  -0.612
C: -64.73465 -27.58203 -23.20566  0.390
C: -64.77363 -26.22633 -22.66163  1.253
O: -66.08764 -25.81080 -22.91123  -0.390
C: -66.69671 -26.58864 -23.70750  0.652
O: -67.76647 -26.44266 -24.21729  -0.573
O: -65.93032 -27.67774 -23.90523  -0.363
F: -63.89789 -25.36386 -23.29977  -0.326
H: -64.61821 -28.34435 -22.57655  -0.517
H: -63.86046 -27.77119 -23.92059  0.235
H: -64.75387 -25.97236 -21.58346  -0.378

Values from the calculation:
* orbital gap: 8.166 eV
* energy relative to the best compared isomer or geometry (same formula, charge and spin): 0.0 kJ/mol
* LUMO: 2.098 eV
* charge: -1
* E_tot: -2284.36246 a.u.
* HOMO energy: -6.068 eV
* spin multiplicity: 1

=====

No. 6
Entry from OMol25: C6H15NO in the gas phase at a distorted geometry (ωB97M-V/def2-TZVPD).

Each line ends with the Mulliken charge.
Element x y z (Å)
C: -1.36204 -0.56694 -1.43782  -1.662
C: -0.95413 -0.25732 -0.00141  1.572
C: -0.39873 -1.49813 0.67852  -1.628
C: -2.16513 0.28516 0.75012  -1.829
C: 0.30175 1.10085 0.32770  -0.556
C: 1.08241 0.80302 -0.82790  -0.268
O: 2.55676 1.33945 -0.06351  -0.385
N: 3.23940 0.19807 0.45526  -0.471
H: -1.67816 0.33199 -1.96689  0.366
H: -2.19803 -1.27428 -1.44127  0.453
H: -0.57008 -1.05879 -2.00099  0.381
H: -1.11122 -2.32536 0.60798  0.442
H: 0.56322 -1.78529 0.25365  0.346
H: -0.22129 -1.32142 1.73936  0.377
H: -1.93288 0.49954 1.79286  0.374
H: -2.53899 1.19981 0.28819  0.423
H: -2.98202 -0.44340 0.73418  0.446
H: -0.24777 2.03491 0.27324  0.277
H: 0.67070 0.88044 1.32262  0.331
H: 1.36034 -0.18982 -1.16283  0.339
H: 0.97556 1.50252 -1.65150  0.239
H: 3.50757 0.42296 1.41287  0.211
H: 4.10276 0.12202 -0.08244  0.223

Values from the calculation:
* orbital gap: 9.179 eV
* energy relative to the best compared isomer or geometry (same formula, charge and spin): 463.7 kJ/mol
* LUMO: 0.893 eV
* charge: 0
* E_tot: -367.45467 a.u.
* HOMO energy: -8.286 eV
* spin multiplicity: 1
* SMILES: CC(C)(C)CCON